No. 1
The following is a DFT calculation (ωB97M-V/def2-TZVPD) of a molecular structure, C39H40NO6SSbW at a distorted geometry.

```
89
Properties=species:S:1:pos:R:3:forces:R:3:mulliken_charge:R:1
W 1.203 0.807 -0.348 2.1 0.6 -0.2 2.195
O 1.674 0.589 1.767 -0.5 -0.3 0.5 -0.506
C 3.040 0.769 2.269 0.1 0.0 -0.1 -0.371
C 3.944 0.277 1.165 0.0 0.1 0.0 -0.975
N 3.579 0.962 -0.118 -0.2 -0.1 0.2 -0.603
C 3.975 2.397 -0.088 0.0 0.2 0.0 -0.525
C 2.792 3.336 0.019 -0.5 -0.3 0.1 0.198
O 2.726 4.498 0.015 0.3 0.1 0.0 -0.376
O 1.598 2.545 0.109 -0.2 -0.2 -0.4 -0.379
C 4.164 0.292 -1.298 0.1 -0.1 -0.2 -1.025
C 3.243 0.407 -2.494 -0.7 0.0 0.0 0.626
O 3.469 0.277 -3.631 0.3 0.0 0.0 -0.410
O 1.876 0.654 -2.096 0.3 -0.1 0.3 -0.755
H 1.045 0.329 2.462 0.3 0.1 -0.1 0.291
H 3.170 1.823 2.520 0.0 0.0 0.0 0.261
H 3.160 0.176 3.173 0.0 0.0 0.0 0.672
H 4.993 0.462 1.409 0.0 0.0 0.0 0.519
H 3.808 -0.794 1.024 0.0 0.0 0.0 0.392
H 4.641 2.607 0.752 0.0 0.0 0.0 0.544
H 4.518 2.676 -0.992 0.0 0.0 0.0 0.604
H 5.144 0.692 -1.564 0.0 0.0 0.0 0.656
H 4.300 -0.774 -1.100 0.0 0.0 0.0 0.466
C -1.998 -2.162 1.689 0.0 -0.1 0.1 -1.648
C -2.908 -1.737 0.570 0.1 0.1 0.0 0.509
C -3.919 -2.570 0.108 0.0 0.0 -0.1 -0.601
C -4.792 -2.148 -0.888 0.0 0.0 0.0 -0.802
C -4.675 -0.883 -1.445 0.0 0.0 0.0 -0.995
C -3.677 -0.028 -1.007 0.1 0.2 0.0 -0.808
C -2.806 -0.463 -0.009 0.0 -0.3 0.2 0.851
Sb -1.402 0.887 0.771 -0.9 0.4 0.1 2.161
C -1.940 1.657 2.653 -0.1 -0.2 0.3 1.052
C -3.106 1.075 3.163 0.0 -0.2 -0.2 -1.085
C -3.667 1.561 4.329 0.0 0.1 0.1 -0.991
C -3.053 2.618 4.988 0.0 0.0 0.0 -0.871
C -1.893 3.187 4.476 0.0 0.0 0.0 -0.834
C -1.302 2.722 3.308 0.1 0.0 -0.2 0.608
C -0.077 3.408 2.770 0.1 0.0 0.0 -0.263
C -1.269 2.341 -0.726 -0.3 0.2 -0.1 1.450
C -0.431 1.763 -1.741 0.2 -0.4 0.3 -1.292
C 0.071 2.582 -2.791 -0.1 0.2 -0.1 -0.202
C -0.225 3.925 -2.781 0.1 -0.2 -0.1 -1.273
C -1.044 4.453 -1.781 0.0 0.0 0.1 -0.343
C -1.578 3.688 -0.726 0.1 -0.1 -0.1 -0.139
C -2.485 4.347 0.267 -0.1 0.0 0.1 -1.568
H -2.069 -3.232 1.876 0.0 0.0 0.0 0.480
H -2.255 -1.668 2.630 0.0 0.0 0.0 0.389
H -0.943 -1.953 1.464 0.0 0.0 0.0 0.257
H -4.041 -3.555 0.541 0.0 0.0 0.0 0.524
H -5.579 -2.811 -1.223 0.0 0.0 0.0 0.497
H -5.365 -0.557 -2.212 0.0 0.0 0.0 0.516
H -3.599 0.965 -1.434 0.0 0.0 0.0 0.609
H -3.609 0.265 2.642 0.0 0.0 0.0 0.427
H -4.576 1.122 4.717 0.0 0.0 0.0 0.507
H -3.479 3.009 5.902 0.0 0.0 0.0 0.443
H -1.437 4.018 4.998 0.0 0.0 0.0 0.495
H 0.280 4.156 3.475 0.0 0.0 0.0 0.585
H -0.277 3.921 1.826 0.0 0.0 0.0 0.129
H 0.747 2.712 2.595 0.0 0.0 0.0 -0.464
H -0.618 0.710 -2.029 -0.2 0.0 0.0 0.350
H 0.631 2.137 -3.602 0.0 0.0 0.0 0.752
H 0.135 4.578 -3.565 0.0 0.0 0.0 0.527
H -1.288 5.509 -1.831 0.0 0.0 0.0 0.592
H -3.380 4.704 -0.246 0.0 0.0 0.0 0.525
H -2.008 5.217 0.719 0.0 0.0 0.0 0.442
H -2.804 3.671 1.060 0.0 0.0 0.0 0.125
O 1.379 -1.105 -0.151 -0.3 0.4 -0.3 0.408
S 2.006 -2.484 -0.807 -0.1 -0.2 -0.1 0.034
C 1.259 -3.805 0.035 0.0 0.0 0.0 0.770
C 2.144 -4.535 0.837 0.1 0.1 0.1 -0.534
C 1.700 -5.697 1.445 0.0 0.0 0.0 -0.922
C 0.391 -6.113 1.247 0.0 0.0 0.0 -0.548
C -0.485 -5.378 0.445 0.0 0.0 0.0 -0.774
C -0.060 -4.223 -0.174 0.0 0.0 -0.2 -0.290
C 1.381 -2.441 -2.440 0.1 -0.1 0.0 1.173
C 0.070 -2.080 -2.753 -0.1 0.0 0.0 0.104
C -0.328 -2.153 -4.076 0.0 0.0 0.1 -1.355
C 0.563 -2.593 -5.055 0.0 0.0 0.0 -0.655
C 1.860 -2.956 -4.726 0.0 0.0 0.0 -0.864
C 2.288 -2.873 -3.407 0.0 0.0 0.0 -0.581
H 3.171 -4.212 0.963 0.0 0.0 0.0 0.471
H 2.376 -6.282 2.053 0.0 0.0 0.0 0.469
H 0.045 -7.031 1.705 0.0 0.0 0.0 0.477
H -1.493 -5.738 0.289 0.0 0.0 0.0 0.534
H -0.722 -3.679 -0.834 0.0 0.0 0.0 0.460
H -0.634 -1.776 -1.983 0.0 0.0 0.0 0.436
H -1.340 -1.887 -4.350 0.0 0.0 0.0 0.564
H 0.235 -2.656 -6.084 0.0 0.0 0.0 0.485
H 2.543 -3.299 -5.490 0.0 0.0 0.0 0.497
H 3.302 -3.153 -3.147 0.0 0.0 0.0 0.520
```
Positions in Å, forces in eV/Å.

electronic energy = -2720.35731 hartree
HOMO-LUMO gap = 5.75 eV
M = 956.42 g/mol
net charge = +4
HOMO level = -19.0 eV
F_max = 2.2 eV Å⁻¹

No. 2
The following is a DFT calculation (ωB97M-V/def2-TZVPD) of a molecular structure, C39H41CrN6PSb2.

```
90
Properties=species:S:1:pos:R:3:forces:R:3:lowdin_spin:R:1
Cr 0.759 0.136 0.031 0.4 0.0 0.4 3.133
C 2.802 5.159 -0.861 -0.1 -0.1 0.0 0.001
N 1.950 3.971 -1.047 0.0 0.2 0.0 0.009
C 1.004 3.836 -2.029 0.1 0.0 0.1 -0.001
C 0.452 2.603 -1.873 0.1 0.0 0.1 0.007
N 1.051 1.993 -0.797 -0.3 -0.1 -0.1 -0.004
C 1.959 2.840 -0.318 0.1 0.0 -0.2 0.013
P 3.215 2.408 0.933 0.1 0.1 0.1 0.004
C 2.075 1.696 2.165 0.0 0.0 0.0 0.013
N 1.116 0.809 1.895 -0.1 -0.2 0.0 -0.020
C 0.563 0.431 3.096 0.1 0.1 -0.1 0.007
C 1.194 1.109 4.091 0.1 0.1 0.0 -0.001
N 2.141 1.896 3.491 0.1 0.1 0.2 0.010
C 3.044 2.823 4.199 -0.1 -0.1 -0.1 0.001
C 3.684 0.809 0.179 0.0 0.0 0.0 0.010
N 2.820 -0.142 -0.177 -0.1 -0.2 -0.3 -0.008
C 3.556 -1.172 -0.712 -0.1 0.1 0.1 0.005
C 4.873 -0.832 -0.666 0.1 0.1 0.1 -0.001
N 4.939 0.414 -0.102 0.2 0.0 -0.1 0.008
C 6.188 1.149 0.159 -0.1 -0.1 0.0 0.001
H 2.302 6.008 -1.317 0.0 0.0 0.0 0.000
H 2.934 5.355 0.199 0.0 0.0 0.0 0.000
H 3.765 5.007 -1.341 0.0 0.0 0.0 0.000
H 0.807 4.617 -2.744 0.0 0.0 0.0 0.000
H -0.312 2.124 -2.460 0.0 0.0 0.0 0.000
H -0.233 -0.287 3.171 0.0 0.0 0.0 0.000
H 1.047 1.102 5.157 0.0 0.0 0.0 0.000
H 2.991 2.598 5.260 0.0 0.0 0.0 0.000
H 4.065 2.679 3.857 0.0 0.0 0.0 0.000
H 2.729 3.849 4.031 0.0 0.0 0.0 0.000
H 3.113 -2.082 -1.081 0.0 0.0 0.0 0.000
H 5.754 -1.366 -0.981 0.0 0.0 0.0 0.000
H 6.946 0.791 -0.530 0.0 0.0 0.0 0.000
H 6.032 2.211 -0.007 0.0 0.0 0.0 0.000
H 6.517 0.974 1.181 0.0 0.0 0.0 0.000
C -1.284 -3.126 1.802 0.0 0.0 0.1 -0.010
C -2.649 -2.495 1.536 0.0 0.0 0.1 -0.001
C -2.752 -1.001 1.855 0.0 -0.1 0.0 -0.008
Sb -1.927 0.392 0.463 -0.3 0.1 -0.1 -0.051
C -2.536 2.232 1.282 0.1 0.0 0.1 -0.010
C -2.171 3.414 0.639 0.0 0.0 0.2 -0.001
C -2.730 4.619 1.042 0.0 0.0 0.0 0.000
C -3.643 4.647 2.087 0.0 0.0 0.0 -0.001
C -3.992 3.474 2.740 0.0 0.0 0.0 0.000
C -3.443 2.262 2.339 0.1 0.0 0.0 -0.003
C -3.274 0.241 -1.150 0.0 0.0 -0.1 -0.013
C -4.326 -0.669 -1.128 0.0 0.0 -0.1 -0.004
C -5.256 -0.676 -2.164 0.1 0.0 0.0 -0.001
C -5.137 0.223 -3.213 0.0 0.0 0.0 -0.001
C -4.095 1.140 -3.230 0.0 0.0 0.0 0.000
C -3.165 1.148 -2.201 0.0 0.0 0.0 -0.002
Sb 0.289 -2.518 0.499 -0.3 0.1 -0.5 -0.051
C 1.296 -4.308 0.042 0.1 0.1 0.3 -0.020
C 1.412 -5.290 1.021 0.1 0.0 -0.1 -0.004
C 1.979 -6.514 0.686 0.0 0.0 0.0 -0.001
C 2.435 -6.738 -0.605 0.0 0.0 0.0 -0.003
C 2.333 -5.742 -1.569 0.0 0.0 0.0 0.000
C 1.761 -4.518 -1.253 0.0 -0.1 0.0 -0.004
C -0.667 -2.262 -1.383 0.1 0.0 -0.1 0.008
C -1.637 -3.102 -1.918 0.0 0.1 0.0 0.001
C -2.118 -2.878 -3.204 0.0 0.0 0.0 0.001
C -1.623 -1.832 -3.975 0.0 0.0 0.0 0.000
C -0.643 -0.990 -3.468 -0.1 -0.1 0.1 0.000
C -0.182 -1.222 -2.182 -0.1 0.1 0.2 -0.003
H -1.320 -4.208 1.670 -0.1 0.0 0.0 -0.001
H -0.958 -2.936 2.826 0.0 0.0 0.0 0.000
H -3.356 -3.008 2.195 0.0 0.0 0.0 0.000
H -2.977 -2.708 0.519 0.0 0.0 0.0 0.000
H -2.320 -0.793 2.835 0.0 0.0 0.0 0.000
H -3.797 -0.691 1.903 0.0 -0.1 0.0 -0.002
H -1.456 3.409 -0.175 0.0 0.0 -0.1 0.000
H -2.460 5.537 0.536 0.0 0.0 0.0 0.000
H -4.087 5.585 2.393 0.0 0.0 0.0 0.000
H -4.697 3.498 3.560 0.0 0.0 0.0 0.000
H -3.733 1.359 2.860 0.0 0.0 0.0 0.000
H -4.461 -1.362 -0.308 0.0 0.0 0.0 0.000
H -6.080 -1.377 -2.139 0.0 0.0 0.0 0.000
H -5.868 0.222 -4.011 0.0 0.0 0.0 0.000
H -4.016 1.858 -4.036 0.0 0.0 0.0 0.000
H -2.379 1.894 -2.213 0.0 0.0 0.0 0.000
H 1.071 -5.124 2.037 0.0 0.0 0.0 0.000
H 2.063 -7.289 1.436 0.0 0.0 0.0 0.000
H 2.870 -7.694 -0.862 0.0 0.0 0.0 0.000
H 2.688 -5.923 -2.575 0.0 0.0 0.0 0.000
H 1.659 -3.763 -2.025 0.0 0.0 0.0 0.000
H -2.016 -3.942 -1.348 0.0 0.0 0.0 0.000
H -2.877 -3.531 -3.613 0.0 0.0 0.0 0.000
H -1.994 -1.680 -4.980 0.0 0.0 0.0 0.000
H -0.240 -0.189 -4.074 0.0 0.0 0.0 0.000
H 0.645 -0.569 -1.852 0.3 -0.1 -0.2 0.001
```
Positions in Å, forces in eV/Å.

electronic energy = -3704.74009 hartree
HOMO-LUMO gap (spin up / spin down) = 7.01 / 7.58 eV
M = 920.29 g/mol
<S²> = 3.86
net charge = +3
2S+1 = 4
HOMO level (spin up / spin down) = -16.0 / -16.0 eV
F_max = 0.6 eV Å⁻¹